(1)
C2H3NOS | ωB97M-V with the def2-TZVPD basis set

The calculation puts the largest force on an atom at 2.7 eV/Å. Its LUMO energy (spin up / spin down) is -0.510 / -2.309 eV. As for the highest occupied orbital energy (spin up / spin down): -0.3581 / -0.3369 Eh. The relative energy (zero: lowest compared OMol25 entry of this formula, charge and spin) is 4.464 eV.

Each atom is followed by the atoms it is bonded to, with distances in Å.
Geometry (Å):
1 C 0.66 -0.53 -0.25  C2 1.530, S5 1.776, H6 1.137, H7 1.080
2 C -0.60 0.34 -0.22  C1 1.530, N3 1.255, H8 1.120
3 N -1.00 1.12 0.67  C2 1.255, O4 1.244
4 O -0.82 1.67 1.78  N3 1.244
5 S 1.25 -1.35 -1.71  C1 1.776
6 H 1.44 0.08 0.32  C1 1.137
7 H 0.52 -1.45 0.31  C1 1.080
8 H -1.46 0.12 -0.90  C2 1.120

Mulliken population analysis, charges in e, atoms 1 to 4: atom 1 (C): -0.501, atom 2 (C): -0.003, atom 3 (N): 0.142, atom 4 (O): -0.418

(2)
Cl3H3OSi2 | ωB97M-V with the def2-TZVPD basis set

The calculation puts the largest force on an atom at 2.7 eV/Å. Its LUMO energy is 0.235 eV. As for the highest occupied orbital energy: -0.4113 Eh. The relative energy (zero: lowest compared OMol25 entry of this formula, charge and spin) is 0.000 eV. The SMILES is [SiH3]O[Si](Cl)(Cl)Cl.

Each atom is followed by the atoms it is bonded to, with distances in Å.
Geometry (Å):
1 O -0.16 0.13 -0.62  Si2 1.694, Si3 1.591
2 Si -1.18 1.18 0.22  O1 1.694, H7 1.483, H8 1.526, H9 1.565
3 Si 0.95 -0.98 -0.31  O1 1.591, Cl4 2.007, Cl5 2.008, Cl6 1.969
4 Cl 1.79 -0.32 1.39  Si3 2.007
5 Cl -0.06 -2.69 -0.04  Si3 2.008
6 Cl 2.30 -1.06 -1.74  Si3 1.969
7 H -0.49 1.04 1.52  Si2 1.483
8 H -2.42 0.28 0.19  Si2 1.526
9 H -0.73 2.42 -0.61  Si2 1.565

Mulliken population analysis, charges in e, atoms 1 to 4: atom 1 (O): 0.018, atom 2 (Si): 0.274, atom 3 (Si): 0.542, atom 4 (Cl): -0.235

> Which of these has the highest relative energy (zero: lowest compared OMol25 entry of this formula, charge and spin)?

C2H3NOS

> What is the relative energy (zero: lowest compared OMol25 entry of this formula, charge and spin) in the second record?

0.000 eV